This record from the Open Molecules 2025 dataset describes C58H133F3MnN18O22S as an isolated structure. The level of theory is the ωB97M-V functional and the def2-TZVPD basis.

E_LUMO (spin up / spin down) = -0.03 / -0.03 eV
electronic energy = -6779.4014 a.u.
molecular weight = 1578.80 g mol⁻¹
<S²> = 8.75
spin multiplicity = 6

XYZ file:
```
236
Properties=species:S:1:pos:R:3:forces:R:3
Mn -2.36194 -0.62738 -2.23107 1.249 0.837 0.525
C -6.44317 0.90812 -3.84488 1.414 -2.897 0.223
F -5.54220 1.46643 -4.69556 -1.069 -0.387 0.311
F -6.63474 1.72798 -2.84828 -0.057 1.047 0.946
F -7.62464 0.67437 -4.41330 0.262 0.361 -0.602
S -5.74759 -0.84226 -3.15119 1.346 0.958 -0.127
O -5.56189 -1.68101 -4.30760 -0.939 0.029 -0.112
O -4.43796 -0.48560 -2.57857 -1.003 0.577 -0.360
O -6.65833 -1.24178 -2.09780 -0.479 0.232 -0.690
C 1.35994 0.94318 -0.92496 1.030 -0.559 -0.183
C 0.64782 -0.36872 -0.64055 -1.969 1.732 -0.609
C 0.17790 -0.31477 0.81990 -0.447 -0.482 -0.593
O -0.41540 -0.45882 -1.54260 0.027 -0.666 0.148
H 2.12542 1.08269 -0.16162 0.272 0.373 0.050
H 0.69373 1.80553 -0.94972 -0.162 -0.181 0.119
H 1.85053 0.86941 -1.89552 0.033 0.264 -0.087
H 1.30923 -1.22190 -0.79131 0.609 -0.360 0.197
H 1.00909 -0.22362 1.51912 0.123 -0.430 0.204
H -0.45696 -1.19134 0.94902 0.188 -0.107 0.636
H -0.45516 0.55435 0.99869 -0.074 0.191 -0.273
C 1.35599 -0.98379 -5.20421 0.611 -0.749 -1.728
O 0.74672 -1.02149 -6.28793 0.765 0.156 1.977
N 2.03860 -2.05618 -4.69046 0.847 1.406 0.545
C 2.83233 -1.94663 -3.43805 -1.300 -0.388 -0.047
C 2.24097 -3.27651 -5.40953 -0.572 -0.810 -0.014
H 1.59819 -0.08105 -4.62233 -0.784 0.161 0.030
H 2.47070 -2.74748 -2.79311 0.238 -0.225 0.147
H 2.60586 -1.05685 -2.85059 -0.080 0.324 -0.461
H 3.90973 -2.06103 -3.55730 0.004 0.046 -0.415
H 3.29287 -3.56059 -5.43962 0.104 0.131 0.025
H 1.69864 -4.05507 -4.87304 0.096 -0.454 0.012
H 1.84312 -3.28199 -6.42431 0.002 0.518 0.104
C -0.06786 7.06018 -6.51593 -1.751 -1.154 -1.539
O -0.69620 6.90008 -7.58968 1.668 0.980 2.098
N -0.41256 6.40698 -5.38166 2.768 1.739 0.176
C -1.61837 5.73754 -5.25373 -1.817 -1.606 1.083
C 0.50584 6.41621 -4.19852 -0.319 -0.537 -1.018
H 0.80279 7.70430 -6.31775 0.056 0.028 -0.693
H -2.25136 5.61654 -6.13281 0.615 0.363 -0.266
H -2.23064 6.21290 -4.48740 -0.188 0.191 0.127
H -1.40466 4.74091 -4.86750 -0.228 -0.300 0.001
H 1.51922 6.71469 -4.46698 -0.213 0.441 -0.325
H 0.15480 7.03314 -3.37132 -0.195 -0.125 -0.028
H 0.66922 5.38341 -3.89075 -0.387 0.002 0.413
C 5.71051 2.28820 3.68392 -2.392 -0.719 0.143
O 4.74208 2.31858 2.93281 0.887 0.282 -0.663
N 5.51455 2.07707 4.99599 3.728 -1.096 0.632
C 6.76867 1.90069 5.78461 -1.577 0.202 0.086
C 4.26867 1.79821 5.64197 -0.201 0.833 0.021
H 6.78287 2.34352 3.44063 -0.279 0.304 -0.504
H 6.92497 0.84792 6.01987 -0.107 -0.026 0.286
H 6.55531 2.49821 6.67092 0.828 -0.181 0.346
H 7.65477 2.23446 5.24468 -0.276 0.308 0.068
H 3.57201 1.60327 4.82663 -0.483 0.516 0.519
H 4.21386 1.00936 6.39217 0.770 -0.723 -0.474
H 4.10731 2.66258 6.28612 -1.020 0.384 -0.345
C -1.29005 4.68408 5.94310 -1.921 -2.386 0.012
O -2.38887 4.46789 5.37360 2.230 1.736 0.854
N -0.47795 3.64459 6.23241 -0.145 -0.950 -0.424
C 0.78285 3.77870 6.95640 -0.174 -0.435 -0.476
C -0.78851 2.29523 5.68167 1.024 -0.040 -0.060
H -0.86745 5.56373 6.45283 -0.693 0.667 -0.611
H 0.85340 2.90219 7.60049 0.109 0.249 0.365
H 0.86218 4.71557 7.50782 -0.342 -0.116 0.102
H 1.64983 3.74492 6.29662 0.016 -0.024 -0.323
H -0.50568 1.48450 6.35311 -0.132 0.351 0.564
H -1.80486 2.10846 5.33490 0.059 0.768 0.275
H -0.11026 2.09794 4.85152 -0.026 0.181 -0.392
C -2.93276 -6.25154 5.35585 -1.099 -0.144 0.619
O -3.13727 -5.07101 5.55684 0.323 0.156 0.080
N -2.08040 -6.76299 4.47130 0.446 -0.896 -0.715
C -1.12770 -5.89733 3.81167 0.702 -0.334 -0.683
C -2.05849 -8.18577 4.02306 0.412 0.776 0.315
H -3.47420 -7.02954 5.91599 -0.163 -0.101 -0.022
H -0.15010 -6.05813 4.26614 0.246 -0.017 -0.066
H -1.29532 -4.82050 3.79084 -0.714 -0.264 0.336
H -1.07613 -6.23276 2.77585 0.234 0.156 -0.145
H -2.54689 -8.90309 4.68262 -0.350 0.517 0.161
H -2.46760 -8.26928 3.01620 -0.255 0.018 0.040
H -1.03015 -8.54111 3.95721 0.206 0.224 0.086
C 3.11242 -5.23650 -0.69218 0.935 1.303 2.389
O 3.98606 -5.35017 0.17814 -0.864 -0.386 -1.289
N 1.90469 -4.66709 -0.42002 -1.082 -0.585 -1.263
C 0.89444 -4.62170 -1.49663 0.187 0.287 0.132
C 1.38622 -4.33577 0.90534 0.241 0.671 0.077
H 3.30245 -5.41660 -1.76160 -0.204 -0.247 0.094
H 0.42040 -3.64238 -1.56242 -0.063 0.195 0.286
H 0.11527 -5.37198 -1.36217 -0.028 -0.111 0.092
H 1.33828 -4.77697 -2.47999 0.263 -0.212 0.127
H 0.45999 -4.85088 1.16005 0.148 -0.664 -0.118
H 2.13403 -4.44927 1.69020 0.034 -0.310 -0.269
H 1.04734 -3.30045 0.94221 0.251 0.322 -0.279
C -1.51307 -3.15320 -4.18012 -0.686 -0.286 0.297
O -1.98423 -2.23748 -3.50445 0.878 -0.343 -1.202
N -2.02146 -4.37713 -4.14937 0.937 -1.206 -0.546
C -1.33104 -5.48580 -4.89460 -0.042 0.345 0.660
C -3.22583 -4.69988 -3.38915 0.467 -0.779 -0.597
H -0.68990 -3.18424 -4.91063 0.262 1.213 0.284
H -1.24221 -6.34054 -4.22405 -0.730 -0.287 -0.252
H -0.27987 -5.33456 -5.14009 0.082 1.040 0.288
H -1.75678 -5.69401 -5.87618 -0.639 -0.247 0.340
H -3.71497 -3.80281 -3.00955 0.031 -0.132 -0.299
H -3.81157 -5.29036 -4.09366 -0.647 0.280 0.219
H -2.97599 -5.39776 -2.59000 0.086 0.123 0.270
C 3.44656 1.98845 -3.91174 -2.710 1.288 0.093
O 2.26612 2.33500 -4.00765 0.825 -0.293 0.400
N 4.17854 1.68705 -4.96896 1.215 -0.382 -1.323
C 5.39017 0.98730 -4.69838 1.154 -0.073 -0.139
C 3.68565 1.57119 -6.35029 -0.730 -0.210 0.812
H 3.96492 1.96420 -2.94070 0.112 -0.137 -0.072
H 5.90342 1.46882 -3.86602 0.156 -0.059 -0.056
H 6.01373 1.02994 -5.59138 0.217 0.012 0.181
H 5.24722 -0.06395 -4.44828 -0.153 -0.224 -0.022
H 2.89204 2.29477 -6.53663 0.178 -0.066 0.123
H 4.47066 1.67757 -7.09898 0.200 0.209 0.391
H 3.27472 0.56641 -6.44861 -0.224 -0.058 -0.350
C 2.51213 5.34390 3.46448 -0.128 -0.285 -0.272
O 2.58377 6.48805 3.86440 0.536 0.448 0.202
N 1.37062 4.71980 3.16324 -1.072 1.118 -0.008
C 1.40744 3.44237 2.49948 -0.256 0.382 0.194
C 0.14967 5.53004 2.97864 0.699 -0.142 -0.256
H 3.35524 4.66872 3.25123 0.498 0.187 0.377
H 1.56744 3.57290 1.42922 0.063 -0.262 -0.167
H 0.40958 3.03539 2.66305 0.262 -0.659 -0.100
H 2.21653 2.88917 2.97640 -0.205 -0.494 -0.372
H 0.10389 5.87669 1.94625 -0.221 -0.340 -0.340
H -0.71200 4.90057 3.20091 -0.098 0.378 0.087
H 0.21172 6.46345 3.53810 -0.103 -0.452 0.509
C -3.24640 1.51252 0.28293 -0.643 0.029 -0.863
O -3.07062 0.89356 -0.78409 -0.654 1.170 2.568
N -4.42467 1.58096 0.99710 0.361 -1.259 -1.651
C -5.60845 0.85466 0.52845 1.536 0.303 -0.710
C -4.67371 2.36291 2.13141 0.334 0.958 1.847
H -2.46043 2.16258 0.69749 -0.022 -0.109 0.098
H -5.91006 0.11187 1.26696 -0.161 -0.013 -0.118
H -5.21763 0.42597 -0.39437 -0.809 -0.559 -0.138
H -6.39200 1.58249 0.31771 -0.202 -0.192 0.036
H -3.89039 3.09610 2.32361 0.007 0.055 -0.060
H -5.64574 2.85568 2.11099 0.031 0.392 -0.669
H -4.79445 1.77497 3.04127 0.383 -0.444 0.185
C 5.01271 1.20709 -0.10224 0.985 1.697 0.896
O 5.70984 2.14857 -0.52157 -1.086 -1.847 -0.143
N 5.09938 -0.10198 -0.40020 0.578 -1.070 -1.160
C 6.07639 -0.58549 -1.40228 -0.652 -0.327 -0.416
C 4.37823 -1.13191 0.36720 0.335 -0.023 -0.468
H 4.30940 1.37648 0.72774 -0.147 0.103 -0.237
H 6.88504 -1.18889 -0.98986 0.279 0.550 0.475
H 6.41774 0.19017 -2.08780 0.245 0.357 0.826
H 5.65152 -1.29234 -2.11498 -0.826 -0.181 0.196
H 3.69700 -1.74887 -0.21880 -0.220 0.383 -0.521
H 5.09425 -1.87325 0.72193 0.200 0.202 0.488
H 3.78741 -0.69920 1.17454 0.280 0.146 0.007
C 1.49480 6.20879 -0.69136 -0.045 0.632 -0.376
O 1.48072 5.21557 -1.37320 -0.756 -0.837 -0.870
N 2.55708 6.60334 -0.01813 1.839 -0.287 0.691
C 3.86337 5.99959 -0.20517 0.425 -0.532 0.769
C 2.52201 7.76832 0.81116 -0.268 1.839 -0.295
H 0.72158 6.98943 -0.62107 -0.760 -0.434 0.028
H 3.88670 5.03243 -0.70733 -0.662 -0.013 0.314
H 4.22881 5.91374 0.81815 0.580 -0.404 -0.171
H 4.58389 6.59041 -0.77074 -0.258 0.633 -0.031
H 3.42731 7.99706 1.37348 0.051 -0.828 0.017
H 2.45243 8.62409 0.13965 -0.252 0.464 0.046
H 1.68490 7.81815 1.50748 0.034 -0.309 -0.049
C 1.71880 -1.37850 6.34006 -1.327 1.227 0.639
O 0.95070 -0.43029 6.13336 0.650 -0.961 0.070
N 2.54516 -1.90024 5.44832 1.452 -1.080 -0.738
C 3.70500 -2.71255 5.87015 0.786 0.729 -0.566
C 2.69562 -1.24334 4.13648 -0.634 -0.140 0.277
H 1.76683 -1.86991 7.32413 -0.011 -0.047 -0.013
H 3.97410 -3.54057 5.21435 -0.617 0.096 -0.445
H 3.75851 -3.15451 6.86510 -0.823 0.550 0.190
H 4.51772 -1.99378 5.76551 0.583 -0.264 0.336
H 3.23095 -0.29430 4.16567 -0.002 0.036 0.379
H 3.24779 -1.86546 3.43208 -0.315 -0.323 0.160
H 1.67466 -1.04428 3.81073 0.222 0.047 -0.430
C -1.53766 -1.97382 3.71445 -1.957 -0.304 0.832
O -1.55522 -2.59722 2.67774 0.594 -0.435 -1.174
N -2.69137 -1.47218 4.26214 0.899 -0.034 -0.854
C -2.70359 -1.05986 5.68450 -0.595 0.475 -2.005
C -3.97525 -1.52283 3.47853 0.620 0.587 1.134
H -0.62431 -1.88493 4.32280 -0.181 0.351 0.155
H -1.68764 -1.05032 6.07929 -0.153 -0.243 0.059
H -3.40341 -1.72120 6.19538 0.209 0.228 0.441
H -3.05435 -0.03192 5.59277 -0.235 0.089 1.003
H -4.53074 -2.40314 3.80192 -0.060 -0.129 -0.464
H -4.59545 -0.64983 3.68178 0.090 0.156 0.881
H -3.89836 -1.37478 2.40137 0.844 -0.884 0.005
C -3.02382 -3.00389 -0.09866 -0.495 -1.913 1.789
O -3.02968 -2.13652 -0.89583 0.332 2.404 -1.852
N -4.15489 -3.49707 0.41844 -1.059 -0.891 0.830
C -4.06516 -4.63345 1.32741 -0.712 -0.033 0.636
C -5.47969 -2.80673 0.39819 -0.052 0.034 0.098
H -2.12298 -3.48638 0.31108 0.114 -0.036 -0.181
H -4.64433 -5.49825 1.00371 -0.497 0.210 -0.288
H -4.45710 -4.29442 2.28633 0.012 -0.309 0.241
H -3.09237 -5.08777 1.51550 0.423 0.877 -0.298
H -5.75655 -2.42153 1.37955 0.597 0.033 0.464
H -5.59389 -1.96261 -0.28189 0.736 -0.327 -0.267
H -6.33979 -3.44537 0.19699 0.469 -0.624 -0.465
C -1.26420 1.83525 -3.99136 -0.447 -0.735 -2.543
O -2.14025 1.07913 -3.56369 0.636 0.789 -0.178
N -1.04673 1.98669 -5.35240 0.152 0.073 0.834
C 0.06027 2.75124 -5.86896 -0.237 1.353 -0.365
C -1.68684 1.26211 -6.44793 0.130 -0.754 -0.084
H -0.58570 2.47922 -3.41072 -0.163 -0.275 0.254
H 0.84296 2.14950 -6.33092 -0.020 -0.233 0.437
H 0.45418 3.48668 -5.16750 0.233 -0.585 0.267
H -0.34296 3.37206 -6.66902 -0.050 0.083 -0.277
H -1.72449 1.81797 -7.38479 -0.616 1.111 0.486
H -0.99410 0.51747 -6.84001 -0.070 -0.836 0.782
H -2.66229 0.85353 -6.18402 0.248 -0.022 0.062
C -2.54155 5.17296 -1.17866 0.068 -0.861 1.813
O -2.13947 5.20200 -0.00980 -0.140 0.372 -0.925
N -3.78896 4.77729 -1.51539 0.409 -0.013 0.147
C -4.15666 4.69089 -2.92349 -0.012 0.310 0.732
C -4.81206 4.55696 -0.48813 0.448 -1.225 -0.467
H -1.85163 5.38515 -2.01004 -0.249 0.004 -0.170
H -4.40664 5.72963 -3.13943 -0.631 -0.317 -1.089
H -4.94933 3.94930 -3.02249 -0.262 0.426 -0.144
H -3.34698 4.33051 -3.55805 0.155 0.159 0.244
H -5.76662 5.05229 -0.66579 0.377 0.828 0.046
H -5.11069 3.50976 -0.53598 0.143 -0.296 -0.017
H -4.34903 4.69183 0.48937 -0.305 0.491 -0.152
C -0.71696 -8.33199 -1.66562 -0.217 0.357 -1.492
O -1.50723 -8.06935 -2.58944 0.665 -0.008 1.929
N -0.70772 -7.85632 -0.39693 -0.694 -0.128 0.399
C 0.37039 -8.15069 0.60986 -1.452 -0.187 -1.155
C -1.79224 -6.95947 0.08705 1.799 0.315 -0.396
H 0.14056 -8.97226 -1.92429 0.101 -0.121 0.496
H 0.84100 -9.10179 0.36079 0.316 0.302 -0.234
H -0.12781 -8.33364 1.56193 0.086 0.285 0.111
H 1.05407 -7.30337 0.66199 0.161 -0.212 0.146
H -2.52063 -6.70403 -0.68256 -0.138 -0.735 0.153
H -2.15612 -7.31265 1.05191 -0.459 -0.150 -0.355
H -1.27871 -6.01699 0.27714 -0.129 0.329 0.317
```
Forces are in eV/Å.

Atomic partial charges in e from the Mulliken method, atoms 1 to 99: atom 1 (Mn): 1.6865, atom 2 (C): 0.6740, atom 3 (F): -0.2147, atom 4 (F): -0.2528, atom 5 (F): -0.2322, atom 6 (S): 1.2983, atom 7 (O): -0.6962, atom 8 (O): -0.6024, atom 9 (O): -0.7206, atom 10 (C): 0.5754, atom 11 (C): 2.3798, atom 12 (C): -0.4986, atom 13 (O): -0.6237, atom 14 (H): -0.7551, atom 15 (H): 0.3572, atom 16 (H): -0.8376, atom 17 (H): -1.0424, atom 18 (H): 0.1274, atom 19 (H): -0.5562, atom 20 (H): -0.2672, atom 21 (C): 0.1994, atom 22 (O): -0.7712, atom 23 (N): 0.6262, atom 24 (C): 0.7541, atom 25 (C): -1.0190, atom 26 (H): 0.2935, atom 27 (H): -0.3743, atom 28 (H): -0.7272, atom 29 (H): 0.2036, atom 30 (H): 0.3901, atom 31 (H): 0.0801, atom 32 (H): 0.3144, atom 33 (C): 0.1591, atom 34 (O): -0.6269, atom 35 (N): 0.3196, atom 36 (C): -0.5053, atom 37 (C): -0.9520, atom 38 (H): 0.3190, atom 39 (H): 0.2472, atom 40 (H): 0.4922, atom 41 (H): -0.3048, atom 42 (H): 0.4066, atom 43 (H): 0.2875, atom 44 (H): 0.1597, atom 45 (C): -0.0430, atom 46 (O): -0.3455, atom 47 (N): 0.1983, atom 48 (C): -0.9770, atom 49 (C): -0.4205, atom 50 (H): 0.2822, atom 51 (H): 0.2913, atom 52 (H): 0.3319, atom 53 (H): 0.3333, atom 54 (H): -0.2966, atom 55 (H): 0.3350, atom 56 (H): 0.3783, atom 57 (C): 0.1300, atom 58 (O): -0.6287, atom 59 (N): 0.2968, atom 60 (C): -0.7877, atom 61 (C): -0.9904, atom 62 (H): 0.2681, atom 63 (H): 0.2990, atom 64 (H): 0.3136, atom 65 (H): 0.2160, atom 66 (H): 0.4216, atom 67 (H): 0.1868, atom 68 (H): 0.2773, atom 69 (C): -0.0072, atom 70 (O): -0.5067, atom 71 (N): 0.2848, atom 72 (C): 0.0724, atom 73 (C): -0.8616, atom 74 (H): 0.2822, atom 75 (H): 0.4634, atom 76 (H): -0.4351, atom 77 (H): -0.2404, atom 78 (H): 0.3685, atom 79 (H): 0.2875, atom 80 (H): 0.3017, atom 81 (C): 0.0501, atom 82 (O): -0.6525, atom 83 (N): 1.1058, atom 84 (C): -0.9974, atom 85 (C): -0.1494, atom 86 (H): 0.3610, atom 87 (H): 0.3214, atom 88 (H): -0.1161, atom 89 (H): 0.2046, atom 90 (H): -0.5419, atom 91 (H): 0.6022, atom 92 (H): -0.2261, atom 93 (C): 0.0310, atom 94 (O): -0.8091, atom 95 (N): 0.2189, atom 96 (C): -0.7054, atom 97 (C): 0.0204, atom 98 (H): 0.1972, atom 99 (H): 0.1961